Formula: C5H13N2O
Source: the OMol25 dataset
Level of theory: ωB97M-V/def2-TZVPD

Summary:
net charge: 0
calculated total energy: -10418.89259 eV
multiplicity: 2
relative energy (zero: lowest compared OMol25 entry of this formula, charge and spin): 327.3 kJ/mol
Kohn-Sham gap (alpha / beta): 3.8424 / 9.9454 eV
⟨S²⟩: 0.751

Last column: Löwdin spin population.
Geometry (Å):
C 0.449 -0.074 2.237  0.16
C 0.313 -1.239 1.250  0.02
C 0.571 -0.952 -0.199  0.03
C -0.402 -0.765 -1.093  0.04
N -0.257 -0.224 -2.379  0.01
C 0.516 -0.687 -3.252  0.01
N 0.022 1.232 1.692  0.20
H -0.025 -0.407 3.162  0.03
H 1.473 0.034 2.606  0.05
H 0.880 -2.109 1.588  0.00
H -0.749 -1.538 1.310  0.00
H 1.631 -0.854 -0.413  0.02
H -1.405 -1.142 -0.920  0.00
H 1.186 -1.552 -3.182  0.00
H 0.588 -0.174 -4.211  0.00
H -0.216 1.875 2.474  0.15
H -0.760 1.156 1.018  0.03
H 0.858 1.615 1.139  0.16
H -0.977 1.708 -1.457  0.01
H -2.265 2.266 -0.772  0.01
O -1.432 1.830 -0.598  0.06